{
  "formula": "C58H72Br6N6O27",
  "method": "ωB97M-V/def2-TZVPD",
  "homo_lumo_gap_ha": 0.206,
  "total_energy_ev": -545716.1838,
  "lumo_ev": -1.58,
  "molar_mass_da": 1764.65,
  "elements": ["C", "C", "C", "C", "C", "C", "N", "O", "O", "H", "H", "H", "H", "H", "C", "C", "C", "C", "C", "C", "N", "O", "O", "H", "H", "H", "H", "H", "C", "C", "C", "C", "C", "C", "N", "O", "O", "H", "H", "H", "H", "H", "C", "C", "C", "C", "C", "C", "N", "O", "O", "H", "H", "H", "H", "H", "C", "C", "C", "C", "C", "C", "N", "O", "O", "H", "H", "H", "H", "H", "C", "C", "C", "C", "C", "C", "N", "O", "O", "H", "H", "H", "H", "H", "C", "C", "O", "C", "O", "O", "C", "H", "H", "H", "H", "H", "H", "H", "H", "C", "C", "O", "C", "O", "O", "C", "H", "H", "H", "H", "H", "H", "H", "H", "C", "C", "O", "C", "O", "O", "C", "H", "H", "H", "H", "H", "H", "H", "H", "C", "C", "O", "C", "O", "O", "C", "H", "H", "H", "H", "H", "H", "H", "H", "C", "C", "O", "C", "O", "O", "C", "H", "H", "H", "H", "H", "H", "H", "H", "C", "Br", "Br", "Br", "H", "C", "Br", "Br", "Br", "H"],
  "xyz": [[9.21497, -0.04428, -21.88239], [9.10015, 1.30905, -21.92721], [10.21613, 2.14930, -21.87986], [11.42795, 1.53606, -21.63505], [11.60163, 0.16761, -21.42752], [10.42798, -0.62188, -21.59544], [12.66392, 2.44194, -21.66696], [12.52277, 3.61525, -21.84297], [13.75260, 1.88590, -21.53638], [8.37699, -0.69955, -22.06898], [8.15332, 1.72147, -22.24314], [10.13569, 3.22620, -21.89433], [12.54114, -0.32438, -21.22339], [10.45224, -1.66082, -21.30150], [8.01893, 4.09025, -28.75907], [7.33833, 4.74350, -27.69419], [6.63473, 3.97242, -26.74787], [6.71318, 2.56256, -26.83963], [7.37791, 1.99849, -27.92349], [8.09236, 2.76267, -28.92512], [6.01937, 1.69890, -25.82160], [5.90139, 0.49122, -26.18014], [5.40482, 2.22804, -24.90197], [8.49676, 4.70115, -29.51065], [7.30057, 5.81852, -27.59764], [6.25047, 4.53039, -25.90680], [7.52501, 0.93647, -28.05338], [8.56725, 2.32397, -29.79023], [8.56249, -1.88588, -23.49491], [9.86924, -2.15925, -23.80618], [10.46982, -3.40648, -23.46062], [9.65990, -4.35374, -22.80216], [8.38801, -4.05100, -22.41679], [7.81014, -2.83389, -22.69632], [10.30570, -5.68305, -22.43463], [11.39656, -5.96841, -22.83100], [9.55526, -6.42341, -21.68835], [8.21149, -0.89237, -23.73183], [10.42262, -1.36561, -24.28609], [11.49547, -3.43658, -23.79758], [7.72259, -4.72033, -21.89181], [6.80008, -2.72212, -22.33068], [1.81013, -1.44865, -23.33516], [3.15504, -1.33622, -22.92200], [3.54376, -2.24393, -21.86519], [2.56507, -3.01920, -21.19977], [1.25826, -3.00236, -21.62248], [0.87298, -2.22115, -22.70963], [2.93329, -3.93034, -20.02662], [2.02351, -4.39599, -19.31181], [4.12698, -4.01319, -19.64873], [1.44718, -0.70124, -24.02511], [3.79296, -0.62614, -23.42719], [4.57842, -2.19703, -21.55910], [0.56471, -3.73553, -21.23796], [-0.14354, -2.22712, -23.07440], [2.08623, -7.19423, -21.10908], [1.77518, -6.44702, -22.20698], [2.61723, -5.47221, -22.69266], [3.93367, -5.41830, -22.17799], [4.29959, -6.22935, -21.11362], [3.36727, -7.06668, -20.53507], [4.92431, -4.40732, -22.72216], [6.14075, -4.52928, -22.50144], [4.51411, -3.49668, -23.36657], [1.33921, -7.78316, -20.59767], [0.80092, -6.51910, -22.66746], [2.32298, -4.98266, -23.60926], [5.27842, -6.12515, -20.66927], [3.66727, -7.61157, -19.65217], [0.83819, 4.26045, -23.62497], [0.51031, 3.16090, -22.85859], [1.42910, 2.14515, -22.70726], [2.62353, 2.22454, -23.39262], [2.98137, 3.40885, -24.09255], [2.05470, 4.48729, -24.23220], [3.48763, 1.07633, -23.36794], [4.22843, 0.91837, -24.30942], [3.52050, 0.38003, -22.32978], [0.13917, 5.08361, -23.61208], [-0.42665, 3.04491, -22.33411], [1.11903, 1.34731, -22.04868], [3.97037, 3.57226, -24.49453], [2.43769, 5.35284, -24.75233], [7.30582, -2.99099, -25.76367], [7.93793, -3.84366, -26.79524], [9.39601, -3.80746, -26.62963], [10.12931, -4.40926, -27.62415], [9.70772, -4.86138, -28.72363], [11.38353, -4.70893, -27.12801], [12.45218, -5.24650, -27.94675], [6.22946, -2.99865, -25.93536], [7.72723, -1.98751, -25.82327], [7.56286, -3.47350, -24.82069], [7.78302, -3.66364, -27.85904], [7.45385, -4.81975, -26.82643], [12.36618, -6.33260, -27.98002], [13.46778, -5.04586, -27.60559], [12.28665, -4.72799, -28.89113], [6.05107, 2.29100, -22.63523], [7.02076, 1.26316, -23.37630], [6.11153, 0.48507, -24.22269], [5.81004, -0.82288, -23.99331], [6.33588, -1.44023, -23.10974], [4.97592, -1.32364, -24.93212], [4.65913, -2.77413, -25.03341], [5.10911, 2.60709, -23.08345], [6.72121, 3.11905, -22.40429], [5.78436, 1.92014, -21.64556], [7.65418, 0.72324, -22.67247], [7.70900, 1.78852, -24.03844], [4.07965, -2.96512, -25.93664], [4.16790, -3.24469, -24.18174], [5.54825, -3.40285, -24.98557], [2.23926, -1.36999, -26.03817], [3.35527, -0.30597, -25.94202], [3.05948, 0.89917, -26.69010], [1.86144, 1.60069, -26.53546], [0.86429, 1.22379, -25.95524], [1.82071, 2.68762, -27.26633], [2.98559, 3.39540, -27.73117], [1.69947, -1.22108, -26.97335], [1.40252, -1.29734, -25.34341], [2.55935, -2.37312, -25.75641], [4.25754, -0.79183, -26.31342], [3.54251, -0.12517, -24.88355], [2.53165, 4.36475, -27.93712], [3.35327, 2.97805, -28.66857], [3.76157, 3.53418, -26.97839], [9.42982, 5.61339, -25.28666], [7.94667, 5.21454, -25.03739], [7.62835, 5.64566, -23.67923], [7.83411, 4.70871, -22.66672], [8.68802, 3.85697, -22.73961], [7.05680, 5.00214, -21.65038], [6.82094, 4.03073, -20.58648], [9.64281, 5.56906, -26.35473], [10.09265, 4.88841, -24.81432], [9.60036, 6.57788, -24.80835], [7.63471, 4.17398, -25.12697], [7.33009, 5.71383, -25.78481], [6.57332, 3.03623, -20.95763], [6.01633, 4.28150, -19.89526], [7.64576, 3.79415, -19.91432], [3.72847, -4.51848, -25.01636], [3.44844, -4.61126, -26.45324], [4.09148, -5.64692, -27.20921], [5.46487, -5.64622, -27.33751], [6.26730, -5.00203, -26.63214], [5.79274, -6.38772, -28.38018], [7.09682, -6.61929, -28.79178], [2.84470, -4.02325, -24.61415], [4.66510, -3.96631, -24.93928], [3.76107, -5.51641, -24.57914], [3.83203, -3.68087, -26.87200], [2.40034, -4.45408, -26.70798], [7.86140, -5.94088, -28.41327], [7.25411, -6.58315, -29.86976], [7.34572, -7.61911, -28.43606], [6.68317, -0.15483, -18.87420], [8.63358, -0.52887, -19.08956], [5.98472, 0.69265, -20.49506], [6.42146, 1.03239, -17.33364], [6.18006, -1.10275, -18.68340], [5.16643, -2.11233, -28.44432], [6.22813, -3.73575, -29.02268], [6.00964, -1.63571, -26.76164], [3.21198, -2.30482, -28.20075], [5.14250, -1.29695, -29.16729]],
  "forces_ev_per_a": [[0.52, 0.21, 0.67], [1.72, 2.12, -0.17], [0.73, -1.03, 1.33], [1.22, 0.63, -0.15], [-1.90, -0.69, -0.68], [2.08, 0.76, 1.32], [0.34, -2.20, 0.32], [-0.37, 1.03, -0.12], [-0.77, 0.29, -0.02], [0.05, 0.60, 1.10], [2.17, 1.44, 2.20], [0.46, -0.62, -0.08], [0.10, 0.37, 0.07], [0.17, -0.20, -0.44], [-0.08, 3.00, 0.09], [-0.72, -2.08, -0.47], [0.37, -0.48, -1.65], [0.05, 0.77, -0.43], [1.53, -0.39, -1.04], [-2.08, -1.68, 2.26], [-2.01, 1.15, -4.42], [0.77, 6.73, -1.25], [3.94, 4.74, -5.40], [0.10, 0.34, 0.02], [0.16, 0.02, -0.37], [-1.37, -0.99, -0.70], [-0.60, -0.29, 0.47], [0.05, -0.26, 0.25], [0.07, -1.98, 1.14], [0.05, -1.62, 0.15], [-1.23, 1.35, -0.61], [3.12, 0.06, -0.79], [0.04, 0.04, 0.77], [3.37, -0.31, -0.06], [-3.71, -0.78, 1.99], [0.18, 0.00, -0.01], [2.49, 1.76, -2.12], [0.00, -0.62, -0.55], [0.37, -0.26, -0.20], [0.08, -1.06, 0.36], [1.55, -0.28, 0.22], [1.98, -0.62, 0.33], [0.80, 2.02, 0.99], [-2.08, -4.63, 0.16], [-1.02, 1.61, 0.46], [1.37, 0.45, -0.13], [-1.13, -0.74, -0.48], [0.22, -0.88, 0.93], [0.37, 0.97, 2.84], [1.21, 0.65, -2.18], [-1.99, 0.56, -1.49], [0.08, 0.03, 0.49], [0.07, -4.57, -0.55], [-0.11, -0.10, 0.45], [-0.07, 0.19, 0.44], [-0.12, -0.06, 0.12], [1.11, -0.14, 1.49], [-0.88, 0.66, -0.22], [1.29, -0.97, -0.29], [-0.19, 0.15, -1.16], [0.48, 0.27, -0.17], [-0.54, -0.19, -0.52], [0.82, -6.01, 2.90], [-3.71, -1.31, -0.23], [4.13, -0.38, 19.57], [0.00, -0.31, -0.23], [-0.14, -0.12, 0.03], [-0.30, -0.01, 1.26], [0.09, -0.02, -0.14], [-0.20, -0.09, 0.03], [-1.09, 1.99, 0.16], [0.64, -0.30, -0.05], [-0.70, -0.05, 0.11], [-0.44, 1.21, -0.39], [-0.86, 0.27, 0.02], [1.73, -3.04, 0.91], [-0.02, 3.76, 1.88], [-5.88, -0.02, 3.47], [0.26, 5.62, 2.87], [-0.34, 0.03, -0.28], [-0.13, 0.40, -0.15], [0.55, -0.46, -0.22], [-0.15, -0.37, -0.10], [-0.64, 0.26, 0.09], [4.58, -4.30, 3.16], [4.69, 1.56, -1.77], [2.48, -0.79, -1.71], [-0.84, -2.15, -0.28], [1.14, 1.90, 2.97], [-0.60, 1.06, 0.81], [-1.45, 0.39, -0.86], [3.41, -2.80, 1.58], [0.73, -0.32, 1.04], [0.25, -0.03, 0.13], [0.94, 1.29, 1.43], [4.64, 0.37, 0.68], [-0.27, 0.08, -0.40], [-0.48, 0.60, 0.73], [0.47, -0.74, -0.46], [1.54, -0.13, -0.69], [-3.98, -0.91, -0.54], [5.02, -5.91, 5.82], [1.19, 0.68, 0.12], [-4.44, 3.05, -0.70], [2.48, -0.67, 7.01], [0.84, 8.50, -6.23], [1.03, 0.08, 0.25], [-1.18, -0.67, -1.25], [-0.50, 1.31, -2.21], [-2.77, -1.36, -1.76], [-0.10, 0.01, -0.27], [1.57, 2.89, 0.76], [-5.57, 5.52, -6.75], [1.35, 1.97, -0.04], [-2.63, 1.12, 0.79], [-4.03, -1.70, -1.41], [-1.18, 1.18, 0.27], [0.26, -2.53, -0.01], [1.33, 0.11, 0.03], [0.50, 0.78, -0.07], [-0.85, 0.37, -0.21], [0.05, -0.51, 0.04], [0.38, 0.68, -0.78], [-0.14, 0.40, -0.69], [-1.72, 1.98, -1.31], [-1.59, -1.14, -3.16], [0.41, 0.13, -0.16], [0.17, -0.19, 0.25], [-0.06, -0.42, 0.01], [-0.78, -1.39, 0.09], [2.23, 0.97, 1.73], [-0.97, -0.95, 1.06], [1.15, 1.69, -1.87], [-1.68, 0.96, -0.43], [-0.96, -0.16, 1.18], [0.64, -0.99, 1.33], [0.10, 0.45, 0.02], [-0.03, 0.04, 0.12], [-0.03, 0.08, -0.44], [1.44, 0.15, 0.72], [0.15, 1.00, 1.45], [0.33, 1.45, 0.73], [-0.16, 0.98, -0.68], [0.74, 0.82, -0.36], [-3.52, -7.32, -3.07], [0.70, 0.06, -1.08], [1.49, -0.83, -0.57], [-1.00, 0.43, 0.74], [-9.76, -5.41, 0.44], [-2.39, 0.05, 0.86], [2.35, -0.79, 0.40], [0.43, 0.15, -0.22], [-1.01, -7.23, -1.39], [0.11, -0.22, -0.41], [-0.01, -1.66, -0.48], [-0.14, -1.31, -0.32], [-0.35, 0.13, 0.32], [-0.87, 0.02, -0.07], [0.21, -0.07, -0.17], [0.82, 0.09, 0.37], [-1.60, 0.02, 0.94], [0.71, -3.09, 3.66], [-0.02, -0.49, -0.56], [0.12, 0.26, -0.03], [0.18, 0.35, -0.62], [-3.22, 2.68, -4.07], [-2.42, 3.23, -15.24], [1.73, 0.40, -3.93], [0.74, -0.58, -0.31]],
  "lowdin_charge": [-0.2540, -0.1169, 0.0326, -0.1056, 0.0359, -0.1352, -0.3502, 0.0835, 0.0529, 0.0650, 0.0313, 0.1024, 0.1187, 0.1109, -0.0830, -0.0577, -0.0706, -0.0729, 0.0403, -0.0428, -0.1476, -0.1679, -0.0505, 0.1102, 0.1168, 0.0982, 0.1083, 0.1150, -0.1321, -0.0828, 0.0245, -0.1046, -0.0202, -0.0712, -0.3091, 0.0933, 0.0071, 0.1019, 0.1267, 0.1190, 0.1037, 0.0940, -0.0720, -0.0797, 0.0554, -0.1189, -0.0414, -0.0424, -0.2785, 0.0691, 0.0384, 0.0903, 0.0756, 0.1197, 0.1169, 0.1165, -0.0516, -0.0697, -0.0405, -0.0892, -0.0219, -0.0443, -0.1414, 0.0232, -0.0498, 0.1131, 0.1175, 0.0942, 0.1284, 0.1161, -0.0762, -0.0501, 0.0088, -0.1053, 0.0218, -0.0245, -0.2273, -0.0591, -0.0138, 0.1080, 0.1162, 0.1290, 0.0949, 0.1133, -0.3347, -0.2880, 0.0338, -0.4534, 0.0426, -0.0454, -0.0307, -0.0841, 0.0607, 0.1100, -0.0406, -0.0184, 0.0918, 0.0866, 0.0893, -0.1120, -0.1210, -0.1381, -0.4765, 0.0175, -0.2975, -0.2831, 0.0882, 0.0403, -0.1702, 0.0215, 0.1488, 0.0305, -0.1749, 0.1233, -0.2137, -0.2267, 0.0422, -0.5515, 0.1346, 0.0082, -0.0145, 0.0233, 0.0473, 0.0458, 0.0123, 0.0560, 0.0976, 0.1015, 0.0698, -0.0121, -0.2208, 0.0264, -0.5386, 0.0755, 0.0509, -0.0278, 0.0691, 0.0770, 0.0905, 0.0882, 0.0760, -0.0165, 0.1119, 0.1096, -0.1360, -0.2341, 0.0793, -0.5219, -0.0091, -0.0423, -0.0799, 0.1153, 0.0030, 0.1350, -0.0523, 0.1356, 0.0551, 0.1095, 0.1133, -1.3770, 0.7299, 0.9675, 0.5565, -0.0165, -1.0105, 0.9977, 1.3110, 0.9866, -0.0095]
}